(1)
DFT (ωB97M-V/def2-TZVPD) results for one molecule with the formula C3H6N4O in a non-equilibrium geometry.

Last column: Löwdin charge in e.
Geometry (Å):
N 2.85613 -0.02858 -0.12634  0.13
C 1.48574 0.04330 -0.07920  -0.54
N 0.82005 1.12781 -0.09401  0.17
C -0.49251 0.66449 -0.07849  -0.31
N -1.63415 1.57558 -0.17034  0.06
C -0.50661 -0.72056 -0.05450  -0.31
N -1.53721 -1.64624 0.03570  0.12
O 0.82089 -1.10914 -0.08098  0.13
H 3.06879 -0.77996 0.50107  0.09
H 3.19894 0.95219 0.12102  0.14
H -2.45418 1.00989 0.22668  0.09
H -1.62822 2.44974 0.41784  0.09
H -1.59056 -2.36981 -0.65807  0.09
H -2.40708 -1.16873 0.03964  0.07

Forces on atoms 1 to 6 (eV/Å):
0.080 1.606 0.221
1.069 0.462 -0.606
-1.306 0.138 0.223
-1.315 -0.068 0.004
-0.996 -1.538 1.541
-0.150 2.642 -0.523

- SMILES = Nc1nc(N)c(N)o1
- charge = 0
- highest occupied orbital energy (eV) = -7.16
- Kohn-Sham gap (eV) = 7.977
- M (g mol⁻¹) = 114.11

***

(2)
DFT (ωB97M-V/def2-TZVPD) results for an isolated ion of composition C4H8NS and charge +1 in a non-equilibrium geometry.

Last column: Löwdin charge in e.
Geometry (Å):
C 2.11353 -0.00025 0.70384  0.08
C -1.01223 1.28488 -0.67621  -0.24
C 0.10051 1.07738 0.30322  -0.43
C -1.31999 -1.35558 -0.03767  -0.26
N 1.00944 0.08847 0.11487  -0.08
S -1.56306 0.27032 0.69913  1.17
H 2.57099 -0.92140 0.39345  0.10
H 2.42975 0.85224 1.36714  0.13
H -1.40002 2.32060 -0.75685  0.12
H -1.00661 0.70021 -1.61714  0.12
H 0.19693 1.82499 1.04900  0.12
H -1.77048 -1.44683 -1.04534  0.09
H -1.67072 -1.98741 0.77414  0.06
H -0.33267 -1.61738 -0.21143  0.02

Forces on atoms 1 to 6 (eV/Å):
-0.249 1.348 0.247
0.789 0.746 -0.771
-1.416 0.012 -0.371
-1.844 -0.083 0.120
-0.168 -0.669 -1.299
-0.544 -0.248 -0.368

- charge = +1
- highest occupied orbital energy (eV) = -14.73
- Kohn-Sham gap (eV) = 10.254
- M (g mol⁻¹) = 102.18

***

(3)
DFT (ωB97M-V/def2-TZVPD) results for a 11-piece molecular cluster, C21H51Cl18O20P5 overall in a non-equilibrium geometry.

Last column: Löwdin spin population.
Geometry (Å):
C 6.32081 -4.07584 4.90760  0.00
O 6.17733 -3.57207 6.20867  0.00
P 5.79379 -2.04856 6.57295  0.00
O 6.83995 -1.08085 6.09181  0.00
O 4.36827 -1.88493 5.90334  0.00
C 3.71290 -0.59104 6.02952  0.00
O 5.60173 -2.07750 8.19332  0.00
C 6.77270 -2.06108 8.98929  0.00
H 5.91932 -5.08512 4.81676  0.00
H 7.34775 -4.21189 4.56849  0.00
H 5.78432 -3.46446 4.18201  0.00
H 3.38344 -0.49631 4.99483  0.00
H 4.28663 0.26222 6.39129  0.00
H 2.90495 -0.73183 6.74751  0.00
H 7.71914 -2.27542 8.49288  0.00
H 6.63609 -2.96907 9.57666  0.00
H 6.95176 -1.21128 9.64798  0.00
C -6.00465 -0.55667 -0.09896  0.00
O -5.89293 0.47084 0.85353  0.00
P -4.96251 1.84703 0.71488  0.00
O -5.11924 2.78342 1.88150  0.00
O -5.40564 2.41991 -0.73442  0.00
C -4.60472 3.40749 -1.34604  0.00
O -3.46805 1.17621 0.40682  0.00
C -2.65704 0.68084 1.48207  0.00
H -7.02671 -0.55800 -0.47776  0.00
H -6.00777 -1.54204 0.36702  0.00
H -5.37422 -0.40819 -0.97567  0.00
H -5.21172 4.30435 -1.46963  0.00
H -4.27711 3.14789 -2.35271  0.00
H -3.72883 3.62467 -0.73469  0.00
H -3.16303 0.71161 2.44702  0.00
H -1.63757 1.05470 1.57692  0.00
H -2.53392 -0.37218 1.22889  0.00
C -5.21108 -5.37889 -4.34375  0.03
O -4.12288 -4.48098 -4.49618  0.25
P -4.10870 -3.33515 -5.70022  -0.01
O -3.86870 -3.84331 -7.07163  0.52
O -3.03872 -2.22861 -5.14246  0.10
C -1.73068 -2.55657 -4.70932  0.01
O -5.56785 -2.56148 -5.61478  0.04
C -5.90174 -1.85315 -4.43585  0.00
H -6.00017 -5.25365 -5.08519  0.00
H -5.73223 -5.13412 -3.41823  0.02
H -4.80111 -6.38629 -4.27190  0.01
H -1.55770 -2.28781 -3.66723  0.01
H -1.00798 -2.02117 -5.32506  0.00
H -1.55469 -3.62510 -4.83330  0.00
H -6.48716 -2.41059 -3.70465  0.00
H -6.39646 -0.92635 -4.72636  0.00
H -4.99555 -1.62140 -3.87621  0.00
C 1.38634 0.37639 2.31789  0.00
O 0.88804 0.27013 0.99684  0.00
P 0.53659 -1.19851 0.36702  0.00
O 0.04553 -2.23912 1.34608  0.00
O -0.55041 -0.90188 -0.78164  0.00
C -0.28069 0.14812 -1.70499  0.00
O 1.86571 -1.55034 -0.47970  0.00
C 3.10423 -1.81748 0.17670  0.00
H 2.41305 0.73821 2.37307  0.00
H 1.23616 -0.51968 2.92006  0.00
H 0.87190 1.17635 2.85037  0.00
H 0.56501 -0.05742 -2.36122  0.00
H -0.14888 1.09943 -1.18949  0.00
H -1.17793 0.29522 -2.30617  0.00
H 3.69047 -2.57006 -0.35059  0.00
H 3.00330 -2.19905 1.19273  0.00
H 3.69126 -0.92051 0.37403  0.00
C -1.10370 4.85850 -1.81917  0.00
O -0.94251 5.63079 -0.66932  0.00
P 0.28882 6.74606 -0.60364  0.00
O 1.60451 6.22389 -0.22431  0.00
O 0.29798 7.27442 -2.16305  0.00
C -0.86394 8.04026 -2.59624  0.00
O -0.24928 7.99331 0.24660  0.00
C -0.82121 7.83927 1.51977  0.00
H -0.70444 5.27171 -2.74542  0.00
H -2.17259 4.83221 -2.03105  0.00
H -0.75027 3.84138 -1.64987  0.00
H -1.37937 7.65613 -3.47652  0.00
H -0.57615 9.08228 -2.73577  0.00
H -1.65162 8.09444 -1.84476  0.00
H -1.18695 6.84219 1.76504  0.00
H -1.52064 8.60448 1.85644  0.00
H -0.02018 7.91946 2.25463  0.00
C -2.65042 1.80829 -5.37179  0.00
Cl -3.17213 0.60034 -4.23708  0.00
Cl -2.25569 1.05330 -6.92994  0.00
Cl -1.28077 2.70591 -4.81356  0.00
H -3.43419 2.55997 -5.46548  0.00
C 6.26374 -0.94049 -3.72942  0.00
Cl 5.79763 -1.42188 -2.09677  0.00
Cl 5.77851 0.78666 -4.01719  0.00
Cl 5.64740 -1.95395 -5.07573  0.00
H 7.35301 -0.94189 -3.76938  0.00
C -2.23862 -1.29533 5.13074  0.00
Cl -2.36363 -2.48198 6.47145  0.00
Cl -2.88862 -2.00155 3.56966  0.00
Cl -0.57973 -0.70503 4.93326  0.00
H -2.87176 -0.43392 5.34340  0.00
C 2.67534 3.21662 -0.80256  0.00
Cl 1.50312 3.33618 0.50081  0.00
Cl 2.02865 2.78050 -2.38092  0.00
Cl 4.02864 2.12226 -0.41280  0.00
H 2.99839 4.25022 -0.92669  0.00
C -2.10284 -3.99987 -0.62565  0.00
Cl -2.41528 -5.21960 -1.92902  0.01
Cl -2.28025 -4.75563 0.99056  0.00
Cl -3.29909 -2.65412 -0.74994  0.00
H -1.10407 -3.57000 -0.70162  0.00
C 6.81216 -5.80708 0.28548  0.00
Cl 5.34749 -4.83720 0.46690  0.00
Cl 7.69096 -5.79436 1.79527  0.00
Cl 7.80198 -5.17617 -1.04473  0.00
H 6.45979 -6.82304 0.10725  0.00

Forces on atoms 1 to 6 (eV/Å):
-0.196 -0.370 -1.340
-0.514 0.602 1.315
2.822 0.425 -0.489
-1.824 -1.183 0.891
0.692 0.269 1.385
-0.668 -0.830 -0.409

- multiplicity = 2
- charge = +1
- highest occupied orbital energy (spin up / spin down) (eV) = -11.34 / -11.34
- Kohn-Sham gap (spin up / spin down) (eV) = 8.726 / 1.453
- M (g mol⁻¹) = 1416.64

***

(4)
DFT (ωB97M-V/def2-TZVPD) results for C4H8O2 as an isolated structure.

Last column: Löwdin charge in e.
Geometry (Å):
C 1.61537 0.17461 -0.74790  0.01
C 0.53235 0.20940 0.29018  -0.53
O 0.69154 0.95807 1.35135  -0.05
C -0.45821 -0.96995 0.41142  -0.07
C -1.62477 -0.06404 0.01997  -0.17
O -0.83124 1.12244 -0.23499  -0.09
H 2.42549 -0.45884 -0.36854  0.10
H 1.26171 -0.23705 -1.69692  0.09
H 2.00635 1.18390 -0.89357  0.09
H -0.27373 -1.78731 -0.29052  0.11
H -0.47733 -1.35128 1.43355  0.12
H -2.37484 0.12459 0.79286  0.12
H -2.12991 -0.36209 -0.90146  0.12
H -0.36277 1.45755 0.83456  0.15

Forces on atoms 1 to 6 (eV/Å):
0.000 0.055 -0.006
0.135 -0.139 -0.136
0.047 -0.031 0.032
0.008 -0.088 0.060
-0.190 -0.102 -0.022
-0.026 0.171 0.052

- charge = 0
- highest occupied orbital energy (eV) = -9.77
- Kohn-Sham gap (eV) = 10.731
- M (g mol⁻¹) = 88.11

***

- charge of number 3 (C21H51Cl18O20P5)?
  +1

***

- Number 3 is which compound?
  C21H51Cl18O20P5